Version P
A cluster of 2 separate species, C4H11NO3 in total. Source: the OMol25 dataset; level of theory: ωB97M-V with the def2-TZVPD basis set.

Properties
**Net charge**: 0
**HOMO level**: -8.43 eV
**SMILES**: CN[C@H](C)C(=O)O.O
**Frontier orbital gap**: 9.1 eV
**Multiplicity**: 1

Last column: natural (NBO) charge in e.
Element x y z (Å)
C (-0.33723, -1.02614, 0.84021)  -0.45
N (0.69805, -0.18166, 0.16086)  -0.65
C (-0.44919, 1.82057, -0.79601)  -0.64
C (0.19332, 0.41803, -1.03309)  -0.15
C (-0.26584, -0.73676, -1.95507)  0.80
O (-0.08044, -0.59016, -3.27878)  -0.73
O (-0.81980, -1.74591, -1.60574)  -0.55
H (0.05130, -1.97237, 0.32187)  0.22
H (-1.38639, -0.94018, 0.53300)  0.20
H (-0.17216, -1.15099, 2.00038)  0.18
H (1.16200, 0.47794, 0.86601)  0.37
H (-0.59782, 2.19027, 0.24071)  0.23
H (0.03800, 2.53973, -1.41648)  0.22
H (-1.47863, 1.81735, -1.18524)  0.21
H (1.25413, 0.76177, -1.48297)  0.21
H (0.49050, -1.14031, -3.74237)  0.51
H (0.17696, -0.90968, 3.85723)  0.48
H (1.17444, 0.26870, 3.79987)  0.45
O (0.34878, 0.09980, 3.87560)  -0.92

---

Version Q
A cluster of 2 separate species, C4H11NO3 in total. Source: the OMol25 dataset; level of theory: ωB97M-V with the def2-TZVPD basis set.

Properties
**Net charge**: 0
**HOMO level**: -8.24 eV
**Frontier orbital gap**: 8.7 eV
**Multiplicity**: 1

Last column: natural (NBO) charge in e.
Element x y z (Å)
C (-0.74235, 0.83927, 1.05346)  0.09
C (-0.17052, -0.13188, -1.37500)  -0.04
C (0.02220, -2.04987, 1.19165)  -0.26
C (-0.15587, 1.21940, -2.00385)  -0.69
N (0.59775, 0.17491, 0.51546)  0.22
O (0.99130, -0.99436, 1.23158)  -0.41
O (-1.66674, 0.31184, 0.28866)  -0.80
O (1.73139, 0.98891, 0.58577)  -0.56
H (2.07220, 0.89958, 1.49248)  0.48
H (-0.77909, 0.58975, 2.12921)  0.14
H (-0.52434, 1.91590, 0.92366)  0.13
H (0.72962, -0.71665, -1.53075)  0.18
H (-1.06269, -0.72282, -1.51374)  0.23
H (-0.94632, -1.73156, 1.57434)  0.21
H (-0.10245, -2.42365, 0.17360)  0.18
H (0.45087, -2.82679, 1.82331)  0.20
H (-1.07483, 1.76019, -1.79129)  0.24
H (-0.07010, 1.08782, -3.09006)  0.23
H (0.69999, 1.81001, -1.67850)  0.23

---

Q: Which of them is the most stable? A: version P.

---

Version P
A cluster of 2 separate species, C4H14N3S in total. Source: the OMol25 dataset; level of theory: ωB97M-V with the def2-TZVPD basis set.

Properties
**Net charge**: +1
**HOMO level**: -11.11 eV
**Frontier orbital gap**: 8.0 eV
**Multiplicity**: 1

Last column: natural (NBO) charge in e.
Element x y z (Å)
C (2.92057, -0.12094, 0.08533)  -0.43
C (1.39373, 0.97052, 1.65136)  0.68
N (2.46795, 1.03298, 0.88147)  -0.54
N (0.94143, -0.17778, 2.17242)  -0.76
N (0.78652, 2.09003, 2.01490)  -0.75
H (2.65713, 1.92091, 0.44201)  0.42
H (1.26373, -1.05175, 1.79116)  0.42
H (-0.03752, -0.15328, 2.41079)  0.42
H (1.04755, 2.96977, 1.60059)  0.42
H (0.14218, 2.13991, 2.78502)  0.43
H (3.34031, 0.24182, -0.84692)  0.25
H (2.10699, -0.80918, -0.10066)  0.21
H (3.73380, -0.61788, 0.60742)  0.23
C (-1.89633, -0.81445, -0.43884)  -0.74
C (-3.13633, -1.02402, -2.98504)  -0.73
S (-1.86126, -0.07696, -2.11197)  0.15
H (-2.33301, -0.10492, 0.25983)  0.21
H (-2.51532, -1.71000, -0.49272)  0.24
H (-0.87032, -1.11653, -0.20000)  0.19
H (-3.96643, -1.29196, -2.33676)  0.22
H (-2.72736, -1.93021, -3.39894)  0.22
H (-3.45800, -0.36608, -3.79046)  0.24

---

Version Q
A cluster of 2 separate species, C4H14N3S in total. Source: the OMol25 dataset; level of theory: ωB97M-V with the def2-TZVPD basis set.

Properties
**Net charge**: +1
**HOMO level**: -13.07 eV
**Frontier orbital gap**: 9.7 eV
**Multiplicity**: 1

Last column: natural (NBO) charge in e.
Element x y z (Å)
C (0.76951, 3.15515, -0.29621)  -0.42
N (0.85615, 1.69146, -0.05513)  -0.53
C (1.89354, 1.17535, 0.56673)  0.40
N (2.00190, -0.07199, 1.00927)  -0.73
H (0.09727, 3.68645, 0.35588)  0.23
H (0.46436, 3.33988, -1.34465)  0.24
H (1.76843, 3.58426, -0.11227)  0.22
H (0.18518, 1.06385, -0.47303)  0.43
H (2.66093, 1.86487, 0.96122)  0.22
H (1.32570, -0.74815, 0.66543)  0.42
H (2.83273, -0.38233, 1.50310)  0.44
C (-1.69264, -0.95625, 0.77913)  -0.23
C (-1.08214, -1.67509, -0.42102)  -0.52
S (-0.35171, -0.64924, -1.77732)  -0.06
N (-2.07693, -1.89185, 1.87283)  -0.79
H (-1.02115, -0.11300, 1.09208)  0.14
H (-2.58303, -0.41508, 0.46275)  0.21
H (-0.25962, -2.27861, -0.11323)  0.20
H (-1.85591, -2.36897, -0.85900)  0.25
H (0.68852, -1.48957, -2.07415)  0.16
H (-1.23667, -2.38561, 2.10919)  0.34
H (-2.23693, -1.25849, 2.70317)  0.37

---

Q: Which of them is the most stable? A: version P.

---

Version P
The molecule C19H25N3O3. Source: the OMol25 dataset; level of theory: ωB97M-V with the def2-TZVPD basis set.

Properties
**Net charge**: 0
**HOMO level**: -8.57 eV
**SMILES**: O=C1C=C[C@@H](C(=O)NC[C@H]2CC[C@@H](COc3ccccc3)CC2)NN1
**Frontier orbital gap**: 8.7 eV
**Multiplicity**: 1

Last column: natural (NBO) charge in e.
Element x y z (Å)
O (6.85951, -0.76724, -0.41654)  -0.59
O (2.97647, 1.18541, 3.53881)  -0.64
O (-3.17946, -0.71701, -1.67109)  -0.51
C (6.19347, -0.79657, 0.63333)  0.60
C (3.24260, 0.33243, 2.68330)  0.67
C (6.56384, -0.01294, 1.79687)  -0.32
C (5.68845, 0.09342, 2.84784)  -0.10
C (-5.29451, 0.12223, -5.21535)  -0.24
C (-5.09360, -1.19140, -4.77886)  -0.19
C (-4.72083, 1.19916, -4.51924)  -0.19
C (-4.36167, -1.40782, -3.62531)  -0.26
C (-3.99577, 0.96503, -3.33195)  -0.30
C (-3.81703, -0.35328, -2.86129)  0.31
N (4.96923, -1.48768, 0.66916)  -0.50
N (4.40722, -1.80916, 1.95769)  -0.46
N (2.56858, 0.34136, 1.46825)  -0.62
C (4.40240, -0.66445, 2.90586)  -0.20
C (-2.91387, 0.32094, -0.74328)  -0.06
C (1.55837, 1.32000, 1.09902)  -0.22
C (-1.37238, -1.21104, 0.70430)  -0.40
C (-2.36101, 0.93030, 1.60274)  -0.40
C (-0.06775, -0.45788, 0.37381)  -0.41
C (-0.99958, 1.63716, 1.34339)  -0.39
C (-2.58210, -0.25974, 0.64986)  -0.23
C (0.18546, 0.64498, 1.40370)  -0.21
H (7.49629, 0.57406, 1.79210)  0.25
H (5.91433, 0.82102, 3.64774)  0.23
H (-5.88822, 0.30682, -6.12083)  0.21
H (-5.53179, -2.01809, -5.27188)  0.21
H (-4.85862, 2.22220, -4.82331)  0.21
H (-4.12500, -2.42664, -3.34357)  0.22
H (-3.53293, 1.82829, -2.85257)  0.22
H (4.91425, -2.16765, -0.08306)  0.41
H (4.92089, -2.60014, 2.37169)  0.36
H (2.89314, -0.37656, 0.80700)  0.42
H (4.28841, -1.05062, 3.91920)  0.25
H (-3.80388, 0.96601, -0.61092)  0.18
H (-2.09197, 0.93895, -1.13036)  0.17
H (1.68871, 2.21259, 1.68851)  0.23
H (1.66732, 1.57016, 0.06339)  0.20
H (-1.28365, -1.66577, 1.67614)  0.20
H (-1.57602, -2.02155, 0.00962)  0.22
H (-3.13812, 1.65476, 1.50447)  0.21
H (-2.41512, 0.61096, 2.66420)  0.21
H (0.77084, -1.14438, 0.41721)  0.20
H (-0.03569, -0.07247, -0.66748)  0.20
H (-1.02685, 2.14795, 0.37408)  0.19
H (-0.80651, 2.36613, 2.11142)  0.21
H (-3.47236, -0.77864, 0.95558)  0.21
H (0.17653, 0.14641, 2.38658)  0.21

---

Version Q
The molecule C19H25N3O3. Source: the OMol25 dataset; level of theory: ωB97M-V with the def2-TZVPD basis set.

Properties
**Net charge**: 0
**HOMO level**: -8.66 eV
**SMILES**: COc1ccc(-c2noc(CCC(=O)NC3CCCCCC3)n2)cc1
**Frontier orbital gap**: 9.3 eV
**Multiplicity**: 1

Last column: natural (NBO) charge in e.
Element x y z (Å)
C (-5.71887, -0.30545, -0.35656)  -0.25
H (-6.73776, -0.46860, -0.00948)  0.20
O (-5.20046, 0.72137, 0.45559)  -0.49
C (-3.92249, 1.12809, 0.25938)  0.33
C (-3.06425, 0.62098, -0.71318)  -0.31
C (-1.77416, 1.10566, -0.81269)  -0.18
C (-1.31731, 2.09762, 0.04841)  -0.08
C (-2.18308, 2.61648, 1.01402)  -0.16
C (-3.46633, 2.13651, 1.11686)  -0.26
H (-4.14879, 2.51967, 1.85861)  0.23
H (-1.82449, 3.38962, 1.67449)  0.23
C (0.04459, 2.57041, -0.04788)  0.30
N (0.51474, 3.62595, 0.56579)  -0.15
O (1.83035, 3.68734, 0.22085)  -0.27
C (2.06954, 2.64920, -0.58256)  0.55
N (1.00734, 1.93132, -0.78832)  -0.54
C (3.43398, 2.38787, -1.09827)  -0.48
H (3.88308, 3.34181, -1.38230)  0.25
C (4.32083, 1.73818, -0.02804)  -0.48
H (5.33241, 1.63083, -0.42601)  0.24
H (4.39153, 2.39749, 0.84070)  0.24
C (3.91749, 0.36292, 0.51019)  0.68
O (4.56423, -0.14375, 1.40535)  -0.64
N (2.87157, -0.24305, -0.07855)  -0.64
H (2.27511, 0.26563, -0.71460)  0.42
C (2.29999, -1.47622, 0.43840)  -0.05
C (1.92945, -2.38608, -0.73665)  -0.41
H (1.93164, -3.42366, -0.40023)  0.21
C (0.58052, -2.07776, -1.38895)  -0.40
C (-0.57754, -2.83585, -0.74124)  -0.39
C (-0.98388, -2.31706, 0.63561)  -0.40
C (0.15420, -2.26001, 1.65369)  -0.41
C (1.13631, -1.12182, 1.37748)  -0.41
H (1.57438, -0.77790, 2.31673)  0.22
H (0.58320, -0.27916, 0.95485)  0.20
H (0.68130, -3.21417, 1.68734)  0.20
H (-0.28888, -2.09778, 2.63894)  0.21
H (-1.77117, -2.96883, 1.02428)  0.20
H (-1.40980, -1.31552, 0.53412)  0.20
H (-0.30434, -3.89126, -0.66250)  0.19
H (-1.44973, -2.77525, -1.39800)  0.20
H (0.38573, -1.00572, -1.35941)  0.20
H (0.62844, -2.37429, -2.43980)  0.21
H (2.72628, -2.28981, -1.47795)  0.22
H (3.09722, -1.95518, 1.01667)  0.23
H (3.36247, 1.75277, -1.98200)  0.24
H (-1.11096, 0.71982, -1.57151)  0.23
H (-3.38812, -0.14946, -1.39484)  0.22
H (-5.73931, -0.01219, -1.41090)  0.18
H (-5.14617, -1.23166, -0.24593)  0.18

---

Q: Which of them is the most stable? A: version Q.

---

Version P
The molecule C2H3NS. Source: the OMol25 dataset; level of theory: ωB97M-V with the def2-TZVPD basis set.

Properties
**Net charge**: 0
**HOMO level**: -9.12 eV
**SMILES**: [H]/N=C/C=S
**Frontier orbital gap**: 8.5 eV
**Multiplicity**: 1

Last column: natural (NBO) charge in e.
Element x y z (Å)
C (-0.34711, -0.06724, -0.18758)  0.04
C (0.83123, 0.51544, 0.33997)  -0.34
N (-0.93321, -1.15908, 0.16531)  -0.57
S (2.29549, 0.09383, -0.13489)  0.14
H (-0.81154, 0.60365, -0.76846)  0.16
H (0.63586, 1.43810, 1.06179)  0.22
H (-1.67073, -1.42469, -0.47615)  0.34

---

Version Q
A cluster of 2 separate species, C2H3NS in total. Source: the OMol25 dataset; level of theory: ωB97M-V with the def2-TZVPD basis set.

Properties
**Net charge**: 0
**HOMO level**: -9.62 eV
**Frontier orbital gap**: 9.7 eV
**Multiplicity**: 1

Last column: natural (NBO) charge in e.
Element x y z (Å)
C (0.17770, 1.16863, 0.05619)  0.23
C (-0.31879, -0.17865, 0.37615)  -0.59
N (0.57487, 2.25684, 0.09980)  -0.27
S (0.81441, -1.46322, -0.17774)  0.03
H (-1.61876, -0.59476, -0.33025)  0.21
H (-0.61373, -0.45193, 1.32822)  0.25
H (0.98430, -0.73692, -1.35236)  0.14

---

Q: Which of them is the most stable? A: version P.

---

Version P
The molecule C5H7F. Source: the OMol25 dataset; level of theory: ωB97M-V with the def2-TZVPD basis set.

Properties
**Net charge**: 0
**HOMO level**: -9.39 eV
**SMILES**: C=C(C)C(=C)F
**Frontier orbital gap**: 10.0 eV
**Multiplicity**: 1

Last column: natural (NBO) charge in e.
Element x y z (Å)
C (0.56186, -0.34642, -1.55193)  -0.66
C (0.34989, -0.20371, -0.06007)  -0.11
C (1.32288, 0.31562, 0.74926)  -0.34
C (-1.01267, -0.05157, 0.18095)  0.38
C (-1.57213, -0.32834, 1.31430)  -0.43
H (0.19451, 0.62022, -2.03715)  0.24
H (1.64068, -0.44263, -1.51811)  0.22
H (0.11351, -1.10844, -2.27982)  0.23
H (1.01147, 0.78809, 1.70667)  0.20
H (2.55823, 0.74659, 0.59881)  0.23
H (-2.57217, -0.03861, 1.80648)  0.22
H (-0.95718, -0.76100, 1.92668)  0.20
F (-1.63888, 0.81019, -0.83606)  -0.38

---

Version Q
The molecule C5H7F. Source: the OMol25 dataset; level of theory: ωB97M-V with the def2-TZVPD basis set.

Properties
**Net charge**: 0
**HOMO level**: -10.07 eV
**SMILES**: C=CC(F)C=C
**Frontier orbital gap**: 11.3 eV
**Multiplicity**: 1

Last column: natural (NBO) charge in e.
Element x y z (Å)
C (0.19596, -0.53625, -0.24485)  0.15
C (1.22998, 0.58955, -0.15580)  -0.22
C (1.99661, 0.55103, 0.95791)  -0.39
C (-1.19512, 0.08632, 0.02399)  -0.24
C (-2.27055, -0.35640, -0.48062)  -0.36
H (0.56057, -1.39018, 0.38557)  0.19
H (1.39280, 1.24620, -1.00007)  0.22
H (2.90454, 1.21571, 1.15423)  0.21
H (1.80645, -0.19654, 1.71434)  0.19
H (-1.20121, 0.86721, 0.72843)  0.20
H (-2.21679, -1.23461, -1.22383)  0.21
H (-3.24464, 0.14205, -0.29939)  0.21
F (0.04138, -0.98409, -1.55992)  -0.37

---

Version R
The molecule C5H7F. Source: the OMol25 dataset; level of theory: ωB97M-V with the def2-TZVPD basis set.

Properties
**Net charge**: 0
**HOMO level**: -8.99 eV
**SMILES**: C=C/C(F)=C\C
**Frontier orbital gap**: 10.1 eV
**Multiplicity**: 1

Last column: natural (NBO) charge in e.
Element x y z (Å)
C (1.68831, -0.09877, -0.08905)  -0.64
C (0.62434, -1.13578, 0.08048)  -0.25
C (-0.68488, -0.95573, 0.00248)  0.36
C (-1.46735, 0.27605, -0.23216)  -0.26
C (-1.14696, 1.48709, 0.21956)  -0.36
H (1.30021, 0.76099, -0.63855)  0.22
H (2.09140, 0.26422, 0.89419)  0.22
H (2.53764, -0.51249, -0.63071)  0.22
H (0.95801, -2.17484, 0.25313)  0.22
H (-2.35722, 0.11897, -0.81179)  0.22
H (-1.77262, 2.33712, -0.01474)  0.20
H (-0.26200, 1.65529, 0.84597)  0.20
F (-1.50888, -2.02211, 0.12120)  -0.34

---

Q: Which of them is the most stable? A: version R.